No. 1
{"formula": "C6H7N", "method": "wB97M-V/def2-TZVPD", "homo_lumo_gap_ev": 5.994, "e_tot_ev": -7815.76873, "species": ["C", "C", "N", "C", "C", "C", "C", "H", "H", "H", "H", "H", "H", "H"], "coordinates": [[0.288017, 1.858058, 0.854077], [0.834419, 0.879405, -0.684309], [-0.901579, -0.553435, -1.961970], [-0.588904, 0.663914, -1.277441], [0.032190, 0.566873, 0.484707], [0.023496, -0.535506, 1.362100], [-0.236432, -1.842853, 0.990190], [1.088650, 2.601741, 0.830221], [1.743104, 0.351090, -0.719850], [-0.754155, -0.501384, -2.958647], [-1.225892, 1.500464, -1.186403], [0.288753, -0.250502, 2.430666], [-0.266043, -2.519209, 1.817054], [-0.325625, -2.218653, 0.019600]], "forces_ev_per_a": [[2.360, -2.949, -3.250], [-5.212, 2.123, -0.525], [1.299, 4.336, 3.385], [3.237, -5.196, -4.542], [0.901, 2.857, 3.903], [-1.281, -3.540, 1.140], [1.042, 3.053, 2.538], [-1.147, 0.360, 0.499], [1.002, -0.550, -0.560], [-0.322, 0.087, -0.240], [-0.781, 0.838, 0.287], [-0.795, -0.717, -1.384], [0.181, -0.657, 0.202], [-0.484, -0.045, -1.453]]}

No. 2
{"formula": "C6H7N", "method": "wB97M-V/def2-TZVPD", "homo_lumo_gap_ev": 4.185, "e_tot_ev": -7812.51262, "species": ["N", "C", "C", "C", "C", "C", "C", "H", "H", "H", "H", "H", "H", "H"], "coordinates": [[-1.200763, 1.899567, -2.227169], [-0.153585, 0.162090, -0.549167], [-0.083439, 0.699668, 0.747442], [0.402156, -0.446785, 1.625628], [1.624288, -1.059179, 1.323477], [0.590181, -1.770850, 0.519261], [0.299904, -1.115592, -0.697760], [-0.526628, 2.615537, -2.419350], [-1.687041, 1.638564, -3.066732], [-0.660460, 1.617073, 0.780419], [-0.420066, -0.549585, 2.490083], [2.253613, -1.742111, 1.870865], [0.120413, -2.850716, 0.865511], [-0.558574, 0.902318, -1.262508]], "forces_ev_per_a": [[-0.604, 0.096, 1.607], [1.182, 0.246, 2.516], [-0.985, -2.522, -4.614], [-1.385, 0.499, 2.210], [-0.946, -1.479, 1.049], [-0.837, -1.546, -0.444], [-1.181, -0.085, 1.329], [0.542, 0.271, -0.475], [0.158, -0.312, -0.525], [0.517, 0.306, 1.478], [2.477, 0.015, -1.022], [0.113, 0.448, 0.803], [1.847, 2.680, -1.200], [-0.897, 1.384, -2.713]]}

No. 3
{"formula": "C6H7N", "method": "wB97M-V/def2-TZVPD", "homo_lumo_gap_ev": 9.756, "smiles": "C=C=C(C)CC#N", "e_tot_ev": -7822.75490, "species": ["C", "C", "C", "C", "C", "C", "N", "H", "H", "H", "H", "H", "H", "H"], "coordinates": [[-1.348245, 2.018544, -0.799301], [-0.769761, 0.880958, -0.581123], [-0.141820, -0.148038, -0.104130], [-0.777594, -1.182423, 0.772388], [1.294023, -0.274243, -0.540145], [2.206851, -0.420104, 0.588888], [2.863013, -0.519988, 1.534751], [-1.752501, 2.194167, 0.199379], [-1.724853, 2.313799, -1.772427], [-0.794116, -2.166058, 0.299916], [-0.192580, -1.246508, 1.701066], [-1.797726, -0.890569, 1.040352], [1.359435, -1.152832, -1.193457], [1.575872, 0.593295, -1.146156]], "forces_ev_per_a": [[-0.722, -0.797, 0.272], [0.329, -0.482, -0.395], [-0.036, -0.065, -0.191], [-0.059, -0.220, -0.077], [0.250, -0.060, 0.012], [0.688, -0.123, 0.953], [-0.492, 0.053, -0.820], [0.079, 1.946, -0.266], [-0.364, 0.128, 0.410], [-0.009, -0.096, 0.108], [-0.116, -0.080, -0.206], [0.195, -0.106, -0.125], [0.211, 0.053, 0.139], [0.046, -0.151, 0.188]]}

No. 4
{"formula": "C6H7N", "method": "wB97M-V/def2-TZVPD", "homo_lumo_gap_ev": 9.232, "smiles": "C1CC1[C@H]1C2=N[C@@H]21", "e_tot_ev": -7819.59712, "species": ["C", "C", "C", "C", "C", "N", "C", "H", "H", "H", "H", "H", "H", "H"], "coordinates": [[-0.815943, 0.709787, 0.672833], [-0.671983, -0.776998, 0.652342], [0.498654, 0.015446, 0.047106], [0.615039, 0.137134, -1.439503], [0.344949, 1.522336, -2.041391], [1.316503, 1.647225, -2.899524], [1.881257, 0.764294, -2.016713], [-1.423288, 1.124168, -0.120950], [-0.791104, 1.348194, 1.616620], [-0.561146, -1.284614, 1.576044], [-1.303487, -1.537231, 0.013531], [1.380067, 0.191219, 0.511057], [0.035179, -0.489351, -2.130498], [2.690685, 0.860248, -1.317330]], "forces_ev_per_a": [[0.929, -0.009, -0.333], [-0.459, -1.297, -1.239], [-4.908, -0.225, -0.741], [0.882, 0.143, -0.674], [-0.354, 1.469, -0.118], [0.644, 0.452, -0.729], [-2.340, -2.203, 1.044], [-0.057, 0.172, 0.176], [0.213, -1.307, -1.324], [0.600, -0.101, 0.953], [1.170, 2.151, 0.682], [2.475, 0.119, 1.869], [0.501, -0.207, 0.535], [0.704, 0.844, -0.102]]}

No. 5
{"formula": "C6H7N", "method": "wB97M-V/def2-TZVPD", "homo_lumo_gap_ev": 8.887, "e_tot_ev": -7820.06705, "species": ["C", "C", "C", "C", "C", "C", "N", "H", "H", "H", "H", "H", "H", "H"], "coordinates": [[-1.911843, -1.328030, 0.379335], [-0.765900, -0.568838, 0.682079], [-2.526697, -0.270876, -0.249066], [-0.640747, 0.733061, 0.809424], [0.669489, -0.009311, 0.640018], [1.355619, -0.051231, -0.713647], [-3.088882, 0.693310, -0.684807], [-1.991252, -2.401223, 0.386474], [-1.106923, 1.620735, 0.571710], [1.458917, -0.221811, 1.378381], [0.561298, 0.010563, -1.496931], [1.856272, -0.969593, -0.991012], [2.111133, 0.765441, -0.623913], [-2.996017, 0.932204, -1.647706]], "forces_ev_per_a": [[-1.069, 1.800, -2.058], [2.041, 2.092, 2.144], [-0.835, -4.396, 0.687], [3.082, -1.915, 0.653], [-0.454, -1.329, -0.819], [-0.520, 0.861, -0.259], [-0.746, 0.389, 0.387], [-0.629, 0.160, -0.195], [-0.644, 1.747, -0.163], [-0.993, 0.201, 0.633], [0.831, 0.822, 0.267], [0.372, -0.388, 0.557], [-0.556, -0.392, -1.052], [0.122, 0.347, -0.781]]}

No. 6
{"formula": "C6H7N", "method": "wB97M-V/def2-TZVPD", "homo_lumo_gap_ev": [7.440, 9.050], "e_tot_ev": -7820.31373, "species": ["N", "C", "C", "C", "C", "C", "C", "H", "H", "H", "H", "H", "H", "H"], "coordinates": [[-2.547688, -0.082083, -0.851184], [-1.459972, 0.065071, -0.250312], [-0.507917, -0.686835, 0.736050], [0.390012, 0.539441, 1.010620], [-0.495341, 0.940411, -0.865706], [0.803727, 0.329568, -0.543478], [0.576880, -1.172105, -0.251275], [-0.914469, -1.331766, 1.512308], [-0.131205, 1.461292, 1.314572], [1.293565, 0.396815, 1.588716], [-0.593254, 1.933540, -1.280104], [1.740344, 0.693979, -0.979409], [0.280658, -1.816799, -1.084683], [1.443854, -1.599300, 0.264964]], "forces_ev_per_a": [[-0.075, -0.326, 0.792], [-0.068, -0.256, -0.759], [-0.302, 0.058, 0.158], [1.059, -0.027, 0.529], [0.230, 0.563, -1.917], [-0.105, 0.502, 1.082], [-0.039, -0.005, -0.398], [-0.059, 0.156, -0.127], [0.423, -0.274, -0.157], [0.000, -0.396, 0.572], [-0.393, -0.263, -0.106], [-0.418, 0.058, 0.219], [-0.028, 0.140, 0.122], [-0.226, 0.072, -0.010]]}

No. 7
{"formula": "C6H7N", "method": "wB97M-V/def2-TZVPD", "homo_lumo_gap_ev": 8.107, "e_tot_ev": -7819.07040, "species": ["C", "C", "C", "C", "C", "N", "C", "H", "H", "H", "H", "H", "H", "H"], "coordinates": [[-0.680389, 0.498624, -1.746369], [0.725309, 0.193563, -1.423520], [0.948669, -0.574087, -0.198230], [0.002077, -0.920757, 0.989236], [1.096749, 0.098155, 1.142642], [0.086417, 1.181741, 1.325614], [-0.837685, 0.286395, 1.274751], [-1.461109, -0.087550, -1.234743], [-0.836089, 0.489139, -2.831453], [-0.797646, 1.556590, -1.452012], [1.729868, -1.329769, -0.319864], [-0.064214, -1.923136, 1.397131], [1.999716, 0.064479, 1.742037], [-1.911674, 0.466612, 1.334778]], "forces_ev_per_a": [[0.075, -0.084, 0.002], [-0.297, -0.136, 0.174], [0.122, 0.054, -0.235], [-0.142, -0.183, 0.090], [0.423, 0.036, 0.094], [-0.297, -0.286, -0.050], [-0.083, 0.289, -0.016], [0.144, 0.066, -0.039], [0.025, 0.063, 0.149], [0.089, -0.057, -0.013], [-0.092, 0.116, 0.049], [0.039, 0.167, -0.064], [-0.143, -0.002, -0.145], [0.137, -0.043, 0.003]]}